The following is a DFT calculation (ωB97M-V with the def2-TZVPD basis set) of a single C6H13BO4S molecule at a distorted geometry.

XYZ file:
```
25
Properties=species:S:1:pos:R:3:forces:R:3
C -1.569 1.017 -2.057 0.0 0.7 0.0
C -0.158 0.174 -2.104 0.7 0.2 -1.0
B 0.955 0.857 -1.067 -0.4 0.4 -0.6
O 1.338 2.270 -1.261 -2.2 -1.7 2.2
C 1.651 -0.025 0.173 1.1 2.1 0.4
C 1.112 0.395 1.662 0.4 0.9 0.4
C -0.487 0.151 1.922 -0.2 -0.4 1.9
C -1.126 -1.141 1.116 -0.5 2.7 -0.8
S 0.310 -2.252 0.654 0.9 -7.7 1.5
O -0.176 -3.410 -0.268 1.5 5.0 2.5
O 0.862 -2.867 1.994 -1.9 3.4 -4.6
O 1.605 -1.465 -0.127 -2.7 0.1 1.7
H -1.546 1.710 -1.089 -0.5 -1.5 -1.9
H -2.537 0.324 -2.067 2.2 1.5 0.1
H -1.640 1.774 -2.974 0.1 -1.8 2.0
H 0.298 0.337 -3.196 -0.9 -0.5 2.2
H -0.273 -0.982 -1.962 0.0 2.2 -0.2
H 0.823 2.765 -0.534 1.4 -0.8 -1.6
H 2.805 0.279 0.141 -2.3 -0.9 0.2
H 1.771 -0.095 2.528 -1.6 0.8 -2.1
H 1.302 1.568 1.770 -0.3 -2.5 -0.4
H -0.603 -0.110 3.081 0.3 0.7 -2.5
H -1.120 1.152 1.779 1.3 -2.4 -0.1
H -1.674 -0.680 0.162 1.5 -1.5 1.7
H -1.925 -1.743 1.722 2.0 0.8 -1.1
```
Forces are in eV/Å.

charge: 0
multiplicity: 1
Kohn-Sham gap: 0.3720 Ha
E_LUMO: 0.02 eV
DFT total energy: -26130.4140 eV